No. 1
{"formula": "C14H34N4O10", "method": "ωB97M-V/def2-TZVPD", "symbols": ["O", "O", "O", "O", "O", "O", "O", "O", "O", "O", "N", "N", "N", "N", "C", "C", "C", "C", "C", "C", "C", "C", "C", "C", "C", "C", "C", "C", "H", "H", "H", "H", "H", "H", "H", "H", "H", "H", "H", "H", "H", "H", "H", "H", "H", "H", "H", "H", "H", "H", "H", "H", "H", "H", "H", "H", "H", "H", "H", "H", "H", "H"], "coordinates": [[-18.68, -0.80, 15.38], [-19.86, 3.64, 11.65], [-18.11, 0.88, 16.70], [-19.05, -0.88, 17.56], [-14.82, 7.13, 11.13], [-16.69, 2.95, 12.64], [-17.08, 2.75, 14.84], [-17.68, 1.14, 13.44], [-13.55, 6.22, 14.69], [-17.03, -5.59, 12.06], [-14.20, 6.08, 17.05], [-14.73, 4.72, 11.19], [-16.13, -3.39, 12.50], [-18.69, 1.70, 10.76], [-17.50, -2.68, 12.77], [-16.87, 6.06, 10.74], [-13.29, 4.84, 11.60], [-16.27, -4.93, 12.76], [-14.77, 4.69, 16.68], [-17.13, 2.27, 13.60], [-13.62, 6.82, 15.80], [-15.42, 6.05, 11.11], [-17.86, 1.78, 9.41], [-21.01, 2.35, 9.93], [-15.49, -5.41, 13.97], [-19.83, 2.73, 10.86], [-12.91, 8.13, 16.02], [-18.54, -0.26, 16.63], [-18.07, 1.79, 11.56], [-14.84, 6.76, 17.45], [-15.82, -3.19, 11.56], [-12.87, 5.23, 10.67], [-21.62, 1.50, 10.22], [-12.16, 8.43, 15.28], [-19.17, 0.81, 10.80], [-18.59, 1.43, 8.67], [-17.06, 5.38, 9.91], [-14.42, -5.29, 13.80], [-17.22, -1.63, 12.86], [-17.50, 2.78, 9.21], [-15.62, -4.71, 14.80], [-18.18, -2.99, 11.98], [-13.68, 8.89, 16.16], [-13.42, 5.99, 17.67], [-12.33, 8.15, 16.94], [-18.32, -0.04, 14.92], [-14.76, 4.07, 10.41], [-15.26, 4.33, 17.59], [-21.80, 3.06, 10.15], [-17.14, 7.04, 10.34], [-13.91, 4.08, 16.38], [-13.05, 3.79, 11.74], [-17.90, -3.13, 13.68], [-15.53, -3.03, 13.22], [-16.93, 1.21, 9.49], [-13.15, 5.48, 12.47], [-20.86, 2.35, 8.85], [-15.65, -6.47, 14.16], [-17.53, 5.76, 11.55], [-17.63, 2.10, 15.30], [-15.28, 4.28, 11.91], [-15.47, 4.86, 15.87]], "homo_energy_ev": -9.8, "charge": 2, "de_lowest_kj_mol": 353.6, "multiplicity": 1, "e_tot_ev": -41485.9897}

---

No. 2
{"formula": "C14H34N4O5S", "method": "ωB97M-V/def2-TZVPD", "symbols": ["S", "O", "O", "O", "O", "O", "N", "N", "N", "N", "C", "C", "C", "C", "C", "C", "C", "C", "C", "C", "C", "C", "C", "C", "H", "H", "H", "H", "H", "H", "H", "H", "H", "H", "H", "H", "H", "H", "H", "H", "H", "H", "H", "H", "H", "H", "H", "H", "H", "H", "H", "H", "H", "H", "H", "H", "H", "H"], "coordinates": [[1.77, 0.20, -0.12], [2.99, -5.55, 1.46], [-2.86, 2.66, 0.72], [-0.17, -1.51, -2.13], [0.52, 0.14, 0.75], [0.38, 5.13, 0.96], [-3.14, 0.56, 1.39], [-1.50, -0.94, -0.39], [3.51, -4.06, -0.03], [-1.53, 4.49, 0.11], [-4.63, 0.61, 1.42], [2.33, -4.15, -0.87], [2.12, -1.49, -0.64], [1.41, 1.12, -1.72], [-1.03, -1.96, 0.58], [-1.05, -0.77, -1.68], [0.51, 3.19, -0.33], [-2.49, 5.48, 0.64], [-1.54, 0.39, -2.51], [3.83, -4.84, 0.95], [-0.86, 1.26, 0.90], [-2.40, 1.52, 0.92], [-0.26, 4.33, 0.36], [5.17, -4.56, 1.60], [0.58, 2.38, 0.40], [1.54, 3.44, -0.58], [-0.73, 0.20, 1.14], [1.36, -4.00, -0.38], [4.23, -3.45, -0.38], [-1.10, -2.95, 0.14], [-2.61, 0.26, -2.38], [-3.25, 5.07, 1.30], [4.83, -4.52, 2.64], [2.72, -1.99, 0.12], [-5.06, 1.14, 2.27], [2.44, -3.39, -1.64], [2.17, -5.17, -1.22], [1.17, -1.86, -1.04], [-1.77, -1.89, 1.37], [-0.48, 1.83, 1.75], [5.50, -3.54, 1.37], [-2.25, 6.38, 1.20], [2.29, 0.98, -2.35], [-1.14, 0.34, -3.53], [-2.42, -0.56, -0.18], [-1.28, 1.30, -1.98], [5.89, -5.34, 1.35], [0.00, -1.88, 0.94], [-1.95, 3.59, -0.08], [-0.12, 2.92, -1.18], [2.84, -1.48, -1.46], [-5.23, -0.29, 1.49], [-5.02, 1.27, 0.64], [-2.95, 5.76, -0.31], [-0.38, 1.53, -0.04], [-2.65, -0.12, 1.95], [0.54, 0.64, -2.17], [1.21, 2.16, -1.47]], "homo_energy_ev": -7.9, "de_lowest_kj_mol": 920.9, "multiplicity": 1, "e_tot_ev": -42093.1590}

---

No. 3
{"formula": "C14H35BFN2O4S", "method": "ωB97M-V/def2-TZVPD", "symbols": ["S", "F", "O", "O", "O", "O", "N", "N", "C", "C", "C", "C", "C", "C", "C", "C", "C", "C", "C", "C", "C", "C", "B", "H", "H", "H", "H", "H", "H", "H", "H", "H", "H", "H", "H", "H", "H", "H", "H", "H", "H", "H", "H", "H", "H", "H", "H", "H", "H", "H", "H", "H", "H", "H", "H", "H", "H", "H"], "coordinates": [[-1.87, 1.26, 1.68], [-1.74, -0.29, 1.62], [-2.47, 1.64, 2.91], [1.99, 0.99, 1.77], [0.26, 1.30, 0.31], [-2.64, 1.63, 0.56], [-2.98, -5.16, 1.11], [3.63, 4.16, -0.91], [3.97, 5.23, -3.21], [0.95, 1.59, 2.49], [-0.19, 1.94, 1.45], [5.58, 2.66, -1.26], [-4.77, -6.50, -0.13], [-2.40, -4.50, -0.05], [2.20, 4.24, -0.64], [-3.56, -6.46, 0.81], [4.06, 2.82, -1.27], [4.19, 5.24, -1.69], [-4.96, -3.57, 1.41], [-3.75, -4.32, 2.00], [1.23, 3.96, -1.80], [-1.55, -3.29, 0.31], [1.24, 0.25, 0.71], [1.18, 4.80, -2.50], [5.83, 1.61, -1.44], [-4.95, -7.53, -0.45], [-5.82, -4.21, 1.29], [-1.76, -5.22, -0.57], [4.14, 4.24, -3.64], [-4.73, -3.11, 0.45], [3.65, 2.13, -0.54], [-0.23, 3.00, 1.18], [-3.82, -6.95, 1.74], [-3.17, -4.19, -0.77], [3.82, 6.19, -1.29], [-2.77, -7.07, 0.36], [-5.68, -6.17, 0.37], [-1.07, -2.90, -0.58], [0.78, -0.75, 1.26], [6.00, 2.95, -0.30], [-4.63, -5.90, -1.03], [1.86, -0.14, -0.27], [0.60, 1.02, 3.35], [-5.25, -2.76, 2.09], [2.97, 5.56, -3.48], [3.68, 2.51, -2.25], [-4.09, -4.92, 2.85], [0.23, 3.82, -1.40], [1.98, 5.22, -0.22], [4.67, 5.91, -3.69], [1.38, 2.54, 2.80], [5.27, 5.28, -1.50], [1.50, 3.06, -2.35], [1.98, 3.52, 0.16], [-3.08, -3.58, 2.44], [-0.77, -3.56, 1.02], [6.06, 3.25, -2.04], [-2.15, -2.49, 0.74]], "homo_energy_ev": -4.8, "charge": -1, "multiplicity": 1, "e_tot_ev": -40486.2949}

---

No. 4
{"formula": "C14H35N6O6P3Pd", "method": "ωB97M-V/def2-TZVPD", "symbols": ["Pd", "P", "P", "P", "O", "O", "O", "O", "O", "O", "N", "N", "N", "N", "N", "N", "C", "C", "C", "C", "C", "C", "C", "C", "C", "C", "C", "C", "C", "C", "H", "H", "H", "H", "H", "H", "H", "H", "H", "H", "H", "H", "H", "H", "H", "H", "H", "H", "H", "H", "H", "H", "H", "H", "H", "H", "H", "H", "H", "H", "H", "H", "H", "H", "H"], "coordinates": [[0.69, -0.34, 1.21], [1.88, -2.15, -0.39], [0.30, -2.37, 2.15], [1.31, 1.86, 0.44], [2.70, -3.23, -1.32], [-0.96, -3.02, 1.74], [2.77, -0.94, -0.28], [0.61, -2.11, 3.58], [0.54, -1.96, -1.04], [2.30, 0.04, 2.89], [3.43, 2.59, -1.20], [-3.66, -0.63, 0.64], [2.97, -2.57, 2.00], [-1.35, -0.50, 0.46], [1.45, 1.82, -2.39], [1.50, 4.02, -1.37], [0.91, 3.63, -0.10], [-3.74, -2.01, 0.20], [1.81, -3.01, 1.26], [3.14, 2.01, 0.10], [-4.87, 0.16, 0.65], [-3.74, -2.21, -1.31], [-4.93, 1.15, -0.53], [-2.45, -0.07, 0.92], [0.84, 1.13, -1.23], [2.95, 3.95, -1.34], [-2.39, 1.12, 1.84], [2.97, 1.78, -2.27], [1.01, 3.26, -2.47], [1.64, -4.52, 1.17], [-2.84, -1.79, -1.77], [3.38, 2.13, -3.22], [2.52, -5.00, 0.72], [-0.26, 1.14, -1.32], [1.16, 0.09, -1.22], [-4.96, 0.72, 1.59], [3.00, -3.00, 2.92], [-1.36, -1.35, -0.11], [-5.01, 0.62, -1.47], [3.59, 2.63, 0.88], [1.39, 3.68, -3.40], [-4.61, -1.74, -1.77], [1.17, 1.32, -3.24], [-5.72, -0.52, 0.58], [3.25, 0.73, -2.08], [-0.18, 3.75, -0.18], [-2.79, 2.03, 1.39], [-1.34, 1.27, 2.09], [-2.94, 0.91, 2.75], [3.35, 4.38, -2.26], [-5.78, 1.81, -0.42], [0.76, -4.74, 0.57], [-3.77, -3.27, -1.53], [2.05, -3.76, -1.76], [1.49, -4.92, 2.17], [1.26, 4.31, 0.67], [-4.02, 1.76, -0.55], [-4.65, -2.43, 0.62], [-0.09, 3.28, -2.47], [3.81, -2.82, 1.49], [3.57, 1.01, 0.17], [2.78, -0.71, 2.47], [3.31, 4.54, -0.50], [1.72, -0.41, 3.53], [-2.89, -2.54, 0.65]], "homo_energy_ev": -7.1, "de_lowest_kj_mol": 152.5, "multiplicity": 1, "e_tot_ev": -67661.7496}

---

No. 5
{"formula": "C14H36AlF6N8O9P2S2", "method": "ωB97M-V/def2-TZVPD", "symbols": ["S", "S", "P", "P", "Al", "F", "F", "F", "F", "F", "F", "O", "O", "O", "O", "O", "O", "O", "O", "O", "N", "N", "N", "N", "N", "N", "N", "N", "C", "C", "C", "C", "C", "C", "C", "C", "C", "C", "C", "C", "C", "C", "H", "H", "H", "H", "H", "H", "H", "H", "H", "H", "H", "H", "H", "H", "H", "H", "H", "H", "H", "H", "H", "H", "H", "H", "H", "H", "H", "H", "H", "H", "H", "H", "H", "H", "H", "H"], "coordinates": [[-0.62, 0.87, 3.60], [-3.08, 1.56, 3.25], [0.96, 2.61, -3.52], [-0.97, -3.34, 2.17], [-1.06, 0.35, -0.29], [-3.84, 2.64, 0.93], [-4.86, 3.59, 2.65], [-0.93, 3.47, 4.21], [-2.76, 4.05, 2.17], [0.42, 2.40, 5.58], [0.96, 3.05, 3.42], [-1.22, -2.03, 1.51], [1.96, 0.48, -0.07], [-4.03, 0.48, 3.00], [0.47, 0.07, 2.98], [0.30, 1.77, -2.45], [-1.29, 0.22, 4.73], [1.38, -1.28, -0.86], [3.44, -0.84, -0.99], [-2.94, 2.18, 4.57], [-2.00, -3.68, 3.53], [-1.19, -4.69, 1.14], [-0.14, 3.44, -4.53], [-1.55, 1.25, 2.37], [1.96, 3.96, -3.04], [2.01, 1.73, -4.56], [2.29, -0.55, -0.63], [0.62, -3.46, 2.86], [1.75, -2.73, 2.34], [-0.54, 3.03, -5.93], [-2.18, -2.59, 4.47], [2.46, 0.40, -4.20], [0.98, -4.37, 3.95], [2.46, 4.99, -3.97], [-3.74, 3.10, 2.18], [-1.09, 4.34, -3.90], [-2.27, -5.10, 4.04], [-0.07, -5.22, 0.33], [2.94, 3.69, -1.95], [0.04, 2.58, 4.28], [-2.51, -5.09, 0.55], [2.69, 2.33, -5.68], [1.62, 5.17, -4.64], [-2.68, -1.81, 3.88], [-1.09, 4.20, -2.82], [3.63, 4.49, -1.67], [-1.55, 2.62, -5.94], [0.96, -5.43, 3.68], [0.02, -6.31, 0.37], [2.53, 3.45, -0.97], [1.50, -0.09, -4.06], [-0.33, -4.99, -0.70], [3.07, 0.06, -5.03], [1.95, -4.11, 4.37], [-2.12, 4.03, -4.07], [0.15, 2.28, -6.33], [3.54, 2.83, -2.25], [-2.47, -6.13, 0.23], [-3.26, -5.37, 3.69], [-2.82, -2.81, 5.32], [2.46, -2.45, 3.12], [-3.39, -5.01, 1.18], [-0.50, 3.92, -6.56], [3.07, 0.37, -3.29], [-2.74, -4.52, -0.35], [0.87, -4.73, 0.57], [1.40, -1.79, 1.93], [-0.98, 5.40, -4.15], [-2.31, -5.12, 5.13], [2.19, -3.41, 1.62], [-1.51, -5.80, 3.69], [3.74, 2.16, -5.47], [0.32, -4.18, 4.80], [2.30, 1.86, -6.58], [-1.23, -2.27, 4.88], [2.66, 5.90, -3.42], [2.48, 3.39, -5.87], [3.29, 4.52, -4.51]], "homo_energy_ev": -10.8, "charge": 1, "de_lowest_kj_mol": 205.7, "multiplicity": 1, "e_tot_ev": -108582.9988}

---

No. 6
{"formula": "C14H36BrO14PbS4", "method": "ωB97M-V/def2-TZVPD", "symbols": ["Pb", "Br", "S", "S", "S", "S", "O", "O", "O", "O", "O", "O", "O", "O", "O", "O", "O", "O", "O", "O", "C", "C", "C", "C", "C", "C", "C", "C", "C", "C", "C", "C", "C", "C", "H", "H", "H", "H", "H", "H", "H", "H", "H", "H", "H", "H", "H", "H", "H", "H", "H", "H", "H", "H", "H", "H", "H", "H", "H", "H", "H", "H", "H", "H", "H", "H", "H", "H", "H", "H"], "coordinates": [[7.29, -3.47, -9.55], [8.75, -0.40, -11.30], [6.23, -3.23, -3.99], [2.61, -6.70, -7.64], [3.41, 0.05, -8.49], [3.70, -3.85, -13.47], [1.60, -6.16, -6.74], [5.08, -2.44, -3.57], [4.90, -3.57, -12.60], [4.14, 1.40, -7.86], [4.49, -0.91, -8.57], [6.53, -3.17, -5.45], [3.76, -5.91, -8.15], [3.89, -2.89, -14.86], [1.80, -7.29, -9.00], [6.00, -4.77, -3.43], [8.26, -7.26, -10.07], [2.59, 0.39, -9.71], [2.38, -3.62, -13.00], [9.73, -9.93, -10.32], [8.31, -9.80, -10.49], [7.65, -8.39, -10.62], [2.27, -0.20, -7.10], [0.47, -7.71, -8.84], [3.84, -5.50, -14.35], [0.47, -8.82, -9.98], [3.18, -8.37, -7.03], [5.06, -2.18, -15.11], [5.12, 1.25, -6.90], [5.16, 2.62, -6.09], [5.09, -5.04, -2.36], [4.90, -0.65, -15.00], [7.72, -2.76, -2.98], [5.02, -6.51, -1.95], [4.17, -4.59, -2.73], [7.73, -3.31, -2.03], [4.64, -0.46, -13.96], [6.10, 1.02, -7.31], [4.45, 2.68, -5.26], [5.47, -4.52, -1.48], [-0.53, -9.17, -10.24], [6.58, -8.23, -10.49], [4.77, 0.50, -6.20], [2.76, -0.46, -6.16], [0.92, -9.75, -9.63], [3.47, -6.27, -13.68], [5.26, -2.39, -16.17], [8.63, -2.96, -3.53], [2.57, -8.53, -6.14], [1.74, 0.75, -6.97], [4.90, -5.60, -14.58], [5.88, -0.24, -15.22], [4.17, -0.29, -15.73], [-0.20, -6.88, -9.09], [4.31, -6.57, -1.13], [2.92, -9.10, -7.79], [7.87, -10.48, -11.23], [4.43, -7.03, -2.71], [7.81, -10.36, -9.70], [3.39, -5.42, -15.34], [7.61, -8.24, -11.70], [6.21, 2.75, -5.83], [0.28, -8.02, -7.82], [5.93, -2.66, -14.67], [7.69, -1.74, -2.59], [1.58, -1.03, -7.29], [4.26, -8.22, -6.97], [0.96, -8.55, -10.92], [5.98, -7.00, -1.82], [5.08, 3.51, -6.72]], "homo_energy_ev": -2.7, "charge": -1, "de_lowest_kj_mol": 705.3, "multiplicity": 1, "e_tot_ev": -162386.0350}